(1)
{
  "formula": "C5H9O5",
  "method": "ωB97M-V/def2-TZVPD",
  "elements": ["H", "C", "C", "H", "O", "C", "C", "C", "O", "O", "O", "O", "H", "H", "H", "H", "H", "H", "H"],
  "coordinates": [[-1.6736, -0.8746, -1.4576], [-1.1748, -0.4778, -0.5258], [-2.0973, -0.2903, 0.5508], [-1.9391, 0.1178, 1.5574], [-3.3546, -0.7645, 0.3654], [0.1718, -0.1162, -0.7668], [0.4234, 1.3675, -1.0743], [1.1382, -1.2781, -0.3858], [2.5304, -0.9574, -0.2730], [2.7220, 0.0971, 0.8023], [0.5093, 1.1330, 2.2002], [-0.4300, 1.7438, 2.5659], [-3.3517, -1.0617, -0.5696], [0.4012, 1.6089, -2.2179], [-0.4706, 1.8953, -0.5900], [1.3864, 1.8375, -0.7259], [0.6814, -1.7513, 0.5558], [1.0200, -1.9956, -1.2367], [3.5076, -0.2333, 1.2257]],
  "spin_multiplicity": 2,
  "e_lumo_ha": [0.0216, -0.0116],
  "relative_energy_ev": 5.457
}

(2)
{
  "formula": "C33H62BINO12PS",
  "method": "ωB97M-V/def2-TZVPD",
  "elements": ["C", "C", "C", "C", "C", "C", "C", "O", "C", "C", "C", "C", "C", "C", "B", "N", "O", "C", "O", "C", "I", "C", "P", "S", "C", "O", "H", "H", "H", "H", "H", "H", "H", "H", "H", "H", "H", "H", "H", "H", "H", "H", "H", "H", "H", "H", "H", "H", "C", "O", "C", "C", "O", "C", "H", "H", "H", "H", "H", "H", "H", "H", "H", "H", "C", "O", "C", "C", "O", "C", "H", "H", "H", "H", "H", "H", "H", "H", "H", "H", "C", "O", "C", "C", "O", "C", "H", "H", "H", "H", "H", "H", "H", "H", "H", "H", "C", "O", "C", "C", "O", "C", "H", "H", "H", "H", "H", "H", "H", "H", "H", "H"],
  "coordinates": [[4.7227, -0.9681, -0.5125], [3.3200, -1.4772, 0.0128], [3.1969, -3.0403, -0.3591], [2.1088, -0.7699, -0.6903], [2.0155, 0.8084, -0.4276], [2.7069, 1.2760, 0.9165], [0.5425, 1.3304, -0.6090], [-0.2348, 1.3517, 0.6144], [-1.0739, 0.2312, 0.6412], [-0.6439, -0.8476, 1.5359], [-1.4390, -2.0642, 1.5879], [-2.6137, -2.1503, 0.7549], [-3.0886, -1.0580, -0.1214], [-2.2973, 0.1583, -0.1752], [-2.7690, 1.3857, -1.1316], [-3.6927, 2.3931, -0.5856], [-2.2981, 1.4360, -2.4723], [-4.3901, -1.3048, -0.9042], [-5.2476, -0.4848, -1.1223], [-4.5993, -2.7829, -1.4045], [-5.5613, -3.1014, -3.3135], [-4.1449, -3.7941, -0.6086], [-4.2554, -5.6019, -1.0738], [-2.4461, -6.3382, -0.8435], [-3.4495, -3.4677, 0.7638], [-3.5297, -4.1913, 1.7175], [5.1116, -0.1568, 0.1512], [5.4591, -1.8157, -0.4178], [4.6493, -0.6801, -1.5899], [3.3084, -1.4216, 1.1302], [3.1713, -3.6902, 0.5513], [4.0334, -3.2815, -1.0593], [2.2494, -3.1923, -0.9510], [1.1345, -1.2930, -0.4896], [2.2812, -0.8856, -1.8012], [2.6167, 1.2716, -1.2631], [2.2224, 2.2484, 1.2135], [2.6615, 0.5338, 1.7453], [3.7711, 1.5319, 0.6587], [0.5954, 2.3347, -1.1131], [0.0479, 0.6378, -1.3492], [0.2725, -0.7117, 2.1479], [-1.1589, -2.9219, 2.2383], [-4.5086, 1.8323, -0.2910], [-4.0569, 2.9821, -1.3466], [-3.0006, 1.1753, -3.0932], [-5.2371, -6.2588, -0.2845], [-4.5515, -5.7277, -2.4689], [-5.2712, 8.6663, 1.1913], [-3.9882, 8.0635, 1.1266], [-4.0520, 6.6409, 1.1222], [-3.8770, 6.0811, -0.2799], [-4.9692, 6.4385, -1.1227], [-4.6604, 7.5249, -1.9825], [-5.1627, 9.7211, 0.9376], [-5.9722, 8.2099, 0.4882], [-5.6681, 8.5876, 2.2081], [-4.9881, 6.2921, 1.5692], [-3.2279, 6.2837, 1.7470], [-3.8642, 4.9887, -0.2210], [-2.9264, 6.4052, -0.7155], [-4.0183, 7.1773, -2.7992], [-4.1685, 8.3420, -1.4512], [-5.5923, 7.9001, -2.4065], [-5.8012, 8.3754, -5.9160], [-4.5126, 7.7825, -5.9816], [-4.5711, 6.3588, -5.9809], [-4.3964, 5.7955, -7.3822], [-5.4890, 6.1448, -8.2241], [-5.1859, 7.2297, -9.0876], [-5.7044, 9.4304, -6.1734], [-6.5004, 7.9106, -6.6149], [-6.1936, 8.2966, -4.8974], [-5.5047, 6.0073, -5.5304], [-3.7440, 6.0062, -5.3564], [-4.3782, 4.7026, -7.3202], [-3.4477, 6.1228, -7.8191], [-4.5425, 6.8851, -9.9041], [-4.6977, 8.0506, -8.5586], [-6.1208, 7.5972, -9.5107], [4.7979, -2.6174, 3.5755], [3.3885, -2.7848, 3.4838], [2.9934, -4.1463, 3.6280], [2.4735, -4.4264, 5.0287], [3.5055, -4.3033, 6.0008], [3.4553, -3.0662, 6.6950], [5.0072, -1.5557, 3.7116], [5.2200, -3.1651, 4.4213], [5.2703, -2.9537, 2.6471], [3.8176, -4.8206, 3.3729], [2.1839, -4.3201, 2.9115], [2.1185, -5.4611, 5.0696], [1.6298, -3.7722, 5.2707], [2.6386, -3.0833, 7.4244], [3.3227, -2.2208, 6.0168], [4.3974, -2.9384, 7.2282], [5.9172, -7.4389, 1.9071], [6.7876, -6.5510, 2.5923], [6.6139, -6.5970, 4.0051], [7.6956, -7.4341, 4.6685], [7.5904, -8.8055, 4.3036], [8.5232, -9.1750, 3.2998], [6.2732, -7.5374, 0.8813], [5.9015, -8.4300, 2.3664], [4.9033, -7.0264, 1.8899], [5.6165, -6.9669, 4.2628], [6.6943, -5.5677, 4.3687], [7.5617, -7.3819, 5.7538], [8.6908, -7.0435, 4.4338], [9.5222, -9.2693, 3.7387], [8.5502, -8.4542, 2.4801], [8.2243, -10.1440, 2.8998]],
  "smiles": "CC(C)C[C@H](C)COc1ccc2c(c1B(N)O)C(=O)C(I)=C([PH2]=S)C2=O.COCCOC.COCCOC.COCCOC.COCCOC",
  "e_lumo_ha": -0.0523
}

| no. | F_max (hartree/bohr) |
| --- | --- |
| 1 | 0.094 |
| 2 | 0.052 |